{
  "formula": "C44H49NP2Sn",
  "method": "ωB97M-V/def2-TZVPD",
  "symbols": ["Sn", "P", "P", "N", "C", "C", "C", "C", "C", "C", "C", "C", "C", "C", "C", "C", "C", "C", "C", "C", "C", "C", "C", "C", "C", "C", "C", "C", "C", "C", "C", "C", "C", "C", "C", "C", "C", "C", "C", "C", "C", "C", "C", "C", "C", "C", "C", "C", "H", "H", "H", "H", "H", "H", "H", "H", "H", "H", "H", "H", "H", "H", "H", "H", "H", "H", "H", "H", "H", "H", "H", "H", "H", "H", "H", "H", "H", "H", "H", "H", "H", "H", "H", "H", "H", "H", "H", "H", "H", "H", "H", "H", "H", "H", "H", "H", "H"],
  "positions_angstrom": [[0.130, 0.294, -0.980], [2.349, -0.261, -2.365], [-1.779, -0.955, -2.961], [-1.566, 1.032, 1.283], [3.765, 1.725, -3.856], [3.386, 4.109, -3.548], [-2.295, 1.744, -1.960], [-1.279, 2.383, 1.782], [-3.999, -3.543, -0.587], [-0.853, -1.351, 1.587], [2.331, 2.533, -2.067], [3.595, -2.385, -1.089], [-0.877, -3.767, 1.908], [-2.865, -3.552, -3.146], [-3.137, 2.852, -2.019], [1.745, 0.698, 0.560], [-3.001, 0.913, 1.020], [0.526, 1.337, -4.897], [5.067, -0.548, -1.765], [-4.190, 0.295, -2.397], [-4.474, 2.705, -2.399], [-1.084, -0.003, 2.222], [0.779, 0.076, -5.267], [-0.043, -0.708, -6.265], [-2.793, 0.440, -2.196], [-1.697, 1.721, -6.018], [-3.279, -2.440, -1.043], [3.775, -1.118, -1.694], [-1.131, -2.474, 2.379], [-2.182, 0.955, -4.875], [-2.160, -0.490, -4.703], [2.529, 3.844, -2.478], [-2.752, -2.402, -2.347], [6.170, -1.301, -1.374], [-1.415, -1.266, -5.833], [-0.328, -3.943, 0.636], [6.001, -2.597, -0.866], [-4.214, -4.633, -1.440], [-4.998, 1.421, -2.580], [-0.251, 2.254, -5.793], [-0.134, -1.754, -3.151], [2.878, 1.443, -2.795], [4.711, -3.122, -0.704], [1.234, -1.469, -3.151], [-0.041, -2.809, -0.138], [-3.634, -4.638, -2.713], [4.061, 3.052, -4.173], [-0.331, -1.523, 0.306], [-0.328, -2.810, -3.415], [1.545, 1.681, 1.007], [-4.639, -0.701, -2.461], [1.859, -2.201, -3.703], [4.824, 3.268, -4.929], [-3.085, -1.618, -0.351], [-0.218, 2.463, 2.046], [-0.205, -0.079, -7.155], [-3.227, -0.061, 0.584], [-1.508, 3.126, 1.006], [-2.890, 1.502, -4.255], [4.217, 0.909, -4.428], [1.763, -0.380, -5.087], [-1.789, 1.156, -6.959], [2.583, -2.760, -0.923], [0.221, 2.384, -6.780], [1.642, -0.075, 1.329], [-2.364, 2.601, -6.097], [7.170, -0.883, -1.465], [2.767, 0.681, 0.165], [-4.810, -5.480, -1.100], [-1.884, 2.607, 2.679], [-3.767, -5.499, -3.370], [-4.396, -3.557, 0.433], [-1.102, -4.631, 2.534], [2.007, 4.650, -1.956], [-0.121, -4.944, 0.231], [-1.811, -0.117, 3.047], [-3.304, 1.684, 0.303], [-0.309, 3.246, -5.328], [-3.580, 1.031, 1.953], [0.964, 1.806, -4.021], [-1.320, -2.329, -5.572], [-2.083, -1.214, -6.704], [-2.731, 3.839, -1.784], [-3.243, -0.759, -4.817], [-1.216, 1.949, -1.793], [0.566, -1.567, -6.590], [1.718, 2.345, -1.176], [5.197, 0.476, -2.120], [0.399, -2.954, -1.123], [-6.053, 1.290, -2.841], [3.524, 5.146, -3.884], [4.574, -4.112, -0.272], [-0.144, 0.361, 2.668], [-2.352, -3.595, -4.108], [-1.542, -2.304, 3.376], [-5.112, 3.588, -2.517], [6.868, -3.192, -0.578]],
  "lumo_energy_ev": [-7.98, -7.98],
  "e_above_lowest_kcal_mol": 113.9,
  "e_homo_ev": [-12.08, -12.08],
  "energy_ha": -2656.94693,
  "total_charge": 2,
  "molar_mass_g_mol": 772.54
}


{
  "formula": "C5H6N",
  "method": "ωB97M-V/def2-TZVPD",
  "symbols": ["N", "C", "C", "C", "C", "C", "H", "H", "H", "H", "H", "H"],
  "positions_angstrom": [[1.038, 1.029, -0.160], [-0.055, -0.641, 1.328], [-0.766, -1.600, 0.384], [-0.388, -1.826, 1.723], [-0.797, -0.664, -0.715], [-0.187, 0.301, 0.153], [-1.939, -0.609, -0.990], [1.959, 0.613, 0.121], [-0.941, 1.023, 0.645], [-0.151, -0.935, -1.600], [1.053, 1.912, 0.275], [1.175, 1.396, -1.163]],
  "lumo_energy_ev": -4.58,
  "e_above_lowest_kcal_mol": 190.5,
  "e_homo_ev": -12.17,
  "energy_ha": -248.31212,
  "total_charge": 1,
  "molar_mass_g_mol": 80.11
}


{
  "formula": "C19H43BCrF4NO13",
  "method": "ωB97M-V/def2-TZVPD",
  "symbols": ["Cr", "F", "F", "F", "F", "O", "O", "O", "O", "O", "O", "O", "O", "O", "O", "O", "O", "O", "N", "C", "C", "C", "C", "C", "C", "C", "C", "C", "C", "C", "C", "C", "C", "C", "C", "C", "C", "C", "B", "H", "H", "H", "H", "H", "H", "H", "H", "H", "H", "H", "H", "H", "H", "H", "H", "H", "H", "H", "H", "H", "H", "H", "H", "H", "H", "H", "H", "H", "H", "H", "H", "H", "H", "H", "H", "H", "H", "H", "H", "H", "H", "H"],
  "positions_angstrom": [[22.621, -17.742, 5.800], [23.127, -15.711, 6.687], [24.441, -15.810, 8.647], [24.206, -17.573, 7.203], [25.409, -15.661, 6.595], [22.246, -19.613, 12.392], [17.663, -25.042, 8.555], [20.442, -14.967, 10.207], [18.682, -24.215, 10.385], [23.780, -18.153, 12.741], [19.615, -25.784, 9.060], [21.281, -18.643, 4.469], [19.201, -16.312, 11.302], [22.481, -18.794, 14.486], [19.338, -18.456, 3.499], [21.379, -16.840, 11.021], [21.718, -18.342, 7.429], [20.196, -20.459, 3.677], [23.644, -18.364, 9.786], [18.946, -17.518, 12.036], [24.520, -17.194, 13.474], [20.423, -16.116, 10.842], [20.799, -25.805, 9.835], [20.320, -19.186, 3.943], [23.829, -15.849, 13.499], [17.006, -22.706, 8.365], [21.284, -21.332, 4.068], [21.697, -14.550, 9.668], [20.748, -22.737, 4.184], [22.794, -18.827, 13.328], [16.576, -24.123, 8.677], [20.582, -19.122, 7.649], [18.656, -24.925, 9.417], [18.709, -17.205, 13.500], [21.231, -20.508, 12.845], [18.381, -18.991, 2.584], [19.332, -18.317, 7.951], [20.835, -20.215, 8.692], [24.340, -16.130, 7.303], [21.768, -21.032, 5.000], [17.884, -18.140, 2.114], [21.511, -13.783, 8.926], [18.774, -18.080, 7.044], [21.121, -21.301, 12.116], [23.739, -15.442, 12.488], [16.153, -24.221, 9.678], [20.372, -19.718, 6.738], [19.484, -16.533, 13.869], [21.665, -25.317, 9.393], [24.796, -17.564, 14.460], [17.438, -22.679, 7.362], [19.743, -18.242, 11.894], [22.077, -21.237, 3.322], [20.320, -19.947, 13.049], [18.730, -18.166, 14.020], [25.465, -17.008, 12.960], [18.855, -19.543, 1.780], [20.387, -23.101, 3.224], [24.340, -15.105, 14.106], [18.061, -17.984, 11.597], [21.481, -20.975, 13.801], [17.760, -16.722, 13.726], [19.502, -17.429, 8.561], [17.747, -22.334, 9.070], [21.786, -20.735, 8.597], [15.788, -24.412, 7.987], [20.803, -19.723, 9.678], [24.388, -17.732, 9.486], [22.354, -14.236, 10.477], [24.021, -19.308, 9.796], [18.620, -18.915, 8.535], [22.185, -15.379, 9.161], [22.797, -15.926, 13.853], [16.142, -22.041, 8.368], [23.142, -18.063, 10.634], [20.616, -25.365, 10.818], [21.057, -26.840, 10.062], [21.545, -23.411, 4.498], [17.563, -19.482, 3.108], [19.976, -20.886, 8.719], [19.966, -22.778, 4.940], [22.913, -18.360, 9.040]],
  "s_squared": 6.016,
  "lumo_energy_ev": [-3.41, -3.29],
  "e_homo_ev": [-12.11, -12.63],
  "energy_ha": -3251.50988,
  "total_charge": 1,
  "molar_mass_g_mol": 632.35,
  "multiplicity": 5
}


{
  "formula": "C2H4BrP",
  "method": "ωB97M-V/def2-TZVPD",
  "symbols": ["Br", "P", "C", "C", "H", "H", "H", "H"],
  "positions_angstrom": [[-3.022, -1.007, 0.493], [-2.817, 1.112, 0.056], [1.325, -0.348, 0.577], [1.665, -0.339, -0.598], [0.738, 0.006, 1.351], [-1.473, 1.039, 0.441], [2.589, -0.513, -0.930], [0.995, 0.050, -1.391]],
  "s_squared": 2.012,
  "lumo_energy_ev": [0.42, -1.49],
  "e_above_lowest_kcal_mol": 20.8,
  "e_homo_ev": [-8.21, -10.17],
  "energy_ha": -2993.79951,
  "molar_mass_g_mol": 138.93,
  "multiplicity": 3
}